Density functional theory data (ωB97M-V/def2-TZVPD) for 2 unconnected molecules or ions with the total composition CClNO4.

XYZ file:
```
7
Properties=species:S:1:pos:R:3:nbo_charge:R:1
O -2.230 -0.373 -0.390 -0.511
Cl 0.612 2.340 0.146 -0.056
O 0.945 -0.180 0.510 -0.276
O -1.516 -2.299 -1.396 -0.511
O 2.534 1.047 1.266 -0.261
N 1.522 0.805 0.745 0.593
C -1.867 -1.340 -0.883 1.022
```

The HOMO-LUMO gap is 10.9 eV. For the HOMO energy, the calculation gives -11.9 eV. The spin multiplicity is 1. The SMILES is O=[N+]([O-])Cl.O=C=O. The calculation puts the total energy at -23236.41591 eV. The net charge is 0.